1.
Formula: C5H10O2
Source: OMol25
Level of theory: ωB97M-V with the def2-TZVPD basis set

## Properties
Frontier orbital gap (eV): 10.753
Relative energy (zero: lowest compared OMol25 entry of this formula, charge and spin) (eV): 1.5875
M (u): 102.13
Electronic energy (eV): -9441.45552

Positions of all 17 atoms, in Å:
O: -1.095 0.471 2.322
C: 0.150 0.577 1.663
C: 0.284 -0.369 0.458
C: -0.960 -0.440 -0.458
C: -0.364 -0.341 -1.864
O: 0.768 0.492 -1.712
C: 1.403 0.076 -0.516
H: -1.737 0.955 1.788
H: 0.341 1.619 1.359
H: 0.905 0.326 2.417
H: 0.497 -1.371 0.845
H: -1.535 -1.359 -0.308
H: -1.639 0.405 -0.291
H: -1.028 0.122 -2.599
H: -0.069 -1.335 -2.240
H: 1.983 0.927 -0.144
H: 2.096 -0.754 -0.720

2.
Formula: C5H10O2
Source: OMol25
Level of theory: ωB97M-V with the def2-TZVPD basis set

## Properties
Frontier orbital gap (spin up / spin down) (eV): 8.820 / 8.137
Relative energy (zero: lowest compared OMol25 entry of this formula, charge and spin) (eV): 5.6474
M (u): 102.13
Electronic energy (eV): -9437.39565

Positions of all 17 atoms, in Å:
C: 1.692 1.142 -0.498
O: 1.090 0.143 -1.301
C: 0.302 -0.801 -0.665
C: 0.748 -1.269 0.621
O: -1.433 -1.789 0.296
C: -1.369 -0.652 -0.353
C: -1.727 0.633 0.391
H: 1.142 1.285 0.442
H: 2.732 0.886 -0.262
H: 1.682 2.075 -1.069
H: 0.150 -1.605 -1.384
H: 0.126 -1.248 1.500
H: 1.820 -1.420 0.774
H: -1.806 -0.644 -1.367
H: -1.421 1.517 -0.181
H: -2.812 0.680 0.531
H: -1.262 0.663 1.381

3.
Formula: C5H10O2
Source: OMol25
Level of theory: ωB97M-V with the def2-TZVPD basis set

## Properties
Frontier orbital gap (eV): 9.511
Relative energy (zero: lowest compared OMol25 entry of this formula, charge and spin) (eV): 2.0973
M (u): 102.13
Electronic energy (eV): -9440.94568

Positions of all 17 atoms, in Å:
C: 0.308 -1.461 -1.966
C: 0.443 -0.527 -1.022
O: 1.621 -0.505 -0.270
C: -0.549 0.521 -0.765
C: -0.667 1.216 0.364
C: -1.755 2.230 0.614
H: 1.089 -2.200 -2.097
H: -0.544 -1.473 -2.638
H: 2.222 0.162 -0.635
H: -1.263 0.629 -1.586
H: 0.001 1.002 1.189
H: -2.397 2.269 -0.251
H: -1.328 3.211 0.790
H: -2.292 1.963 1.530
O: 0.442 -1.317 2.357
H: 0.285 -2.260 2.445
H: 0.854 -1.220 1.486